# 1
{
  "formula": "C8H17N2S",
  "method": "ωB97M-V/def2-TZVPD",
  "symbols": ["C", "C", "C", "C", "C", "C", "C", "C", "N", "N", "S", "H", "H", "H", "H", "H", "H", "H", "H", "H", "H", "H", "H", "H", "H", "H", "H", "H"],
  "positions_angstrom": [[1.854, -0.143, 0.433], [3.087, 0.497, -0.105], [-0.310, -0.965, -0.213], [3.183, 0.577, -1.678], [-2.679, -0.722, -0.618], [-1.346, 1.353, 0.000], [-1.916, -0.487, 1.584], [-1.514, -0.215, 0.130], [0.808, -0.361, -0.192], [-0.297, -2.228, -0.622], [4.516, -0.476, 0.694], [1.787, -0.478, 1.508], [3.119, 1.550, 0.199], [4.036, 1.069, -1.978], [2.368, 0.984, -2.109], [3.434, -0.352, -2.123], [-2.715, -0.410, -1.659], [-3.590, -0.171, -0.295], [-2.933, -1.792, -0.586], [-0.723, 1.711, 0.798], [-0.900, 1.602, -0.910], [-2.306, 1.904, -0.012], [-1.434, 0.307, 2.289], [-1.348, -1.459, 1.847], [-3.034, -0.676, 1.683], [0.618, -2.532, -0.950], [5.145, -0.152, -0.403], [-1.107, -2.830, -0.839]],
  "e_above_lowest_kcal_mol": 35.3,
  "e_lumo_ev": -3.41,
  "e_homo_ev": -12.81,
  "total_charge": 1,
  "multiplicity": 1,
  "gap_ev": 9.4,
  "smiles": "C[C@H](S)/C=N/C(=[NH2+])C(C)(C)C",
  "fmax_ev_per_a": 4.16
}

# 2
{
  "formula": "C8H17O3P2Pt",
  "method": "ωB97M-V/def2-TZVPD",
  "symbols": ["C", "C", "C", "C", "C", "Pt", "P", "H", "H", "H", "H", "H", "H", "H", "H", "C", "O", "P", "O", "C", "O", "C", "H", "H", "H", "H", "H", "H", "H", "H", "H"],
  "positions_angstrom": [[-0.006, 0.853, -2.951], [-0.179, 0.075, -4.076], [-0.524, -1.297, -4.056], [-0.737, -2.085, -2.900], [-0.819, -1.595, -1.617], [-0.466, 0.303, -1.134], [-0.085, 2.568, -0.648], [0.392, 1.871, -3.119], [-0.015, 0.521, -5.070], [-0.572, -1.820, -5.023], [-1.063, -2.307, -0.812], [-0.847, -3.167, -3.044], [-1.239, 3.318, -0.212], [0.333, 3.390, -1.726], [0.873, 2.886, 0.335], [-1.062, 1.873, 2.601], [-0.651, 1.115, 1.456], [-0.818, -0.632, 1.286], [-0.798, -0.804, 2.931], [0.504, -0.647, 3.559], [0.375, -1.769, 1.042], [1.804, -1.748, 0.841], [-1.586, 2.797, 2.290], [-0.191, 2.149, 3.168], [-1.712, 1.304, 3.277], [1.314, -0.188, 2.957], [0.382, -0.022, 4.444], [0.817, -1.655, 3.846], [2.206, -0.755, 0.588], [2.308, -2.103, 1.755], [2.062, -2.427, 0.011]],
  "e_lumo_ev": [-2.34, -7.17],
  "e_homo_ev": [-10.50, -12.96],
  "total_charge": 1,
  "multiplicity": 5,
  "gap_ev": [8.2, 5.8],
  "fmax_ev_per_a": 2.81
}

# 3
{
  "formula": "C8H18B3NO6S",
  "method": "ωB97M-V/def2-TZVPD",
  "symbols": ["C", "C", "C", "C", "C", "B", "O", "B", "O", "B", "N", "O", "H", "H", "H", "H", "H", "H", "H", "H", "H", "H", "O", "S", "O", "O", "C", "C", "C", "H", "H", "H", "H", "H", "H", "H", "H"],
  "positions_angstrom": [[0.730, -1.899, 3.510], [1.274, -0.828, 3.258], [1.712, 0.582, 2.672], [0.714, 1.054, 1.495], [-0.448, 2.019, 2.006], [-1.661, 1.208, 2.740], [-2.603, 1.867, 3.591], [-3.780, 1.098, 3.814], [-3.820, -0.341, 3.804], [-3.058, -0.710, 2.655], [-3.555, -1.602, 1.564], [-1.727, -0.196, 2.534], [0.000, -2.744, 3.639], [2.735, 0.413, 2.225], [1.714, 1.297, 3.553], [1.317, 1.579, 0.697], [0.332, 0.089, 1.028], [0.023, 2.764, 2.735], [-0.918, 2.612, 1.152], [-4.808, 1.668, 3.966], [-3.785, -0.956, 0.789], [-2.718, -2.103, 1.229], [1.911, -1.556, -1.894], [1.766, -0.279, -2.530], [0.600, 0.536, -2.342], [2.032, -0.450, -4.110], [1.243, -1.398, -4.835], [-0.173, -0.901, -5.057], [3.190, 0.704, -2.166], [1.247, -2.367, -4.326], [1.729, -1.540, -5.802], [-0.715, -0.813, -4.114], [-0.728, -1.590, -5.699], [-0.166, 0.088, -5.520], [4.086, 0.111, -2.341], [3.130, 0.995, -1.118], [3.179, 1.590, -2.798]],
  "e_lumo_ev": 0.41,
  "e_homo_ev": -9.68,
  "total_charge": 0,
  "multiplicity": 1,
  "gap_ev": 10.1,
  "fmax_ev_per_a": 3.27
}